{"formula": "C2H4N2S2", "method": "wB97M-V/def2-TZVPD", "symbols": ["S", "S", "N", "N", "C", "C", "H", "H", "H", "H"], "xyz": [[-1.0428, 0.0971, 0.6397], [-1.0618, -1.0158, -1.1248], [-1.2269, 1.6083, 0.4283], [2.5788, -1.7178, 0.5930], [2.1986, -2.4872, 1.3522], [-1.2579, 2.2973, -0.5937], [0.4137, -0.8835, -1.3356], [-1.2206, 3.3683, -0.4767], [-1.3151, 1.8654, -1.5153], [1.9340, -3.1321, 2.0328]], "smiles": "C=NSS.C#N", "e_homo_ev": -8.87, "lumo_energy_ha": 0.025, "charge": 0}



{"formula": "C2H4N2S2", "method": "wB97M-V/def2-TZVPD", "symbols": ["S", "S", "N", "N", "C", "C", "H", "H", "H", "H"], "xyz": [[-0.6020, -0.7801, 1.3207], [1.1465, -0.2906, -2.5148], [-0.8508, 0.5659, -0.9749], [0.3231, 0.1432, -1.2410], [0.9854, -0.8288, 0.6408], [-1.1385, 0.7061, 0.3766], [1.7907, -0.2839, 0.9613], [-2.1873, 0.9368, 0.6304], [-0.6573, 1.5233, 0.7762], [1.1902, -1.6918, 0.0247]], "e_homo_ev": [-8.29, -8.29], "lumo_energy_ha": [-0.042, -0.042], "charge": 0}



Quick rundown of relative energy (zero: lowest compared OMol25 entry of this formula, charge and spin), same order as above: 2.974, 4.726 eV